Record 1
Formula: CH6N2O2S
Source: the OMol25 dataset
Level of theory: ωB97M-V/def2-TZVPD

Structure (XYZ):
```
12
CH6N2O2S | the OMol25 dataset | ωB97M-V/def2-TZVPD
C 2.2821 -0.3091 -0.0366
N 1.1465 0.4593 0.4432
S -0.0519 0.9664 -0.5419
O -1.0437 -0.3155 -1.0723
O -1.9316 -0.9660 0.0015
N -2.9030 -0.1005 0.3297
H 1.7754 -0.9497 -0.9300
H 3.0733 0.3627 -0.4214
H 2.4900 -0.9473 0.7644
H 1.1871 0.8885 1.3972
H -3.4361 0.0867 -0.5858
H -2.5881 0.8245 0.6518
```

As for the LUMO energy: 0.7 eV. The HOMO energy is -8.76 eV. The value obtained for the calculated total energy is -699.68460 hartree. For the HOMO-LUMO gap, the calculation gives 9.45 eV. The SMILES is CNSOON.



Record 2
Formula: C2H4N2S3
Source: the OMol25 dataset
Level of theory: ωB97M-V/def2-TZVPD

Structure (XYZ):
```
11
C2H4N2S3 | the OMol25 dataset | ωB97M-V/def2-TZVPD
S 1.6943 -2.6765 -0.6677
C 1.5511 -1.0836 -0.3211
N 0.6869 -0.3642 0.4413
N 0.6927 0.9602 0.4587
C 1.8063 1.3774 -0.0531
S 2.7814 0.0702 -0.8040
H -0.0090 -0.7303 1.0670
H 1.9921 2.4770 -0.2360
S -3.3294 -0.2912 -0.3061
H -3.5123 -0.2626 0.9234
H -4.3540 0.5236 -0.5025
```

As for the LUMO energy: 0.3 eV. The HOMO energy is -8.54 eV. The value obtained for the calculated total energy is -1382.63652 hartree. For the HOMO-LUMO gap, the calculation gives 8.84 eV. The SMILES is S=c1[nH]ncs1.S.



Record 3
Formula: C21H35FIrP2
Source: the OMol25 dataset
Level of theory: ωB97M-V/def2-TZVPD

Structure (XYZ):
```
60
C21H35FIrP2 | the OMol25 dataset | ωB97M-V/def2-TZVPD
P -0.2724 1.4348 -3.0591
P -2.4288 -0.4079 -1.7296
C -1.6474 0.7894 -4.1493
C -2.8810 0.4547 -3.3318
H -1.2596 -0.0819 -4.6960
H -1.8711 1.5787 -4.8734
H -3.4653 1.3501 -3.0743
H -3.5322 -0.2263 -3.8883
C -2.2629 -2.0874 -2.5022
H -2.2136 -2.8474 -1.7082
H -1.3554 -2.1498 -3.1196
H -3.1434 -2.2782 -3.1316
C -4.1654 -0.5688 -1.1493
H -4.7644 -1.0818 -1.9161
H -4.5794 0.4345 -0.9719
H -4.1841 -1.1466 -0.2155
C 0.9492 1.7314 -4.3888
H 1.8230 2.2409 -3.9611
H 0.4920 2.3571 -5.1699
H 1.2513 0.7640 -4.8145
C -0.9694 3.1466 -2.9547
H -1.8888 3.1723 -2.3523
H -1.1991 3.4872 -3.9738
H -0.2254 3.8229 -2.5080
Ir 1.5893 0.0467 1.9073
C -0.5605 -0.2688 1.6861
C 0.1127 -1.3626 1.0697
C 0.4732 -1.4946 -0.3781
C 1.6696 -0.7080 -0.9525
C 2.2222 0.4164 -0.1245
C 1.4716 1.5421 0.3383
C -0.0029 1.7593 0.1575
C -1.0275 0.9741 1.0016
C 3.0406 1.0723 2.7650
H -0.9901 -0.4449 2.6782
H 0.1483 -2.2973 1.6465
H -0.4028 -1.2617 -1.0154
H 0.6871 -2.5604 -0.5624
H 2.4989 -1.4221 -1.1048
H 1.3867 -0.3553 -1.9640
H 3.3162 0.5235 -0.1312
H 2.0570 2.4383 0.6005
H -0.2687 1.5885 -0.9075
H -0.1909 2.8314 0.3410
H -1.4021 1.6580 1.7825
H -1.8978 0.7707 0.3446
H 2.7026 1.4464 3.7417
H 3.4074 1.9078 2.1597
H 3.8752 0.3844 2.9677
F 1.9975 -3.1843 7.2005
C 1.8851 -2.4905 6.0141
C 1.0767 -1.3670 5.9748
C 0.9744 -0.6606 4.7683
C 1.6884 -1.0775 3.6433
C 2.4935 -2.2128 3.7090
C 2.6002 -2.9358 4.9085
H 0.5330 -1.0384 6.8653
H 0.3547 0.2349 4.7020
H 3.0473 -2.5198 2.8250
H 3.2274 -3.8208 4.9811
```

As for the LUMO energy (alpha / beta): -4.9 / -9.4 eV. The HOMO energy (alpha / beta) is -11.18 / -14.72 eV. The value obtained for the calculated total energy is -1707.18389 hartree. The expectation value of S² is 8.780. For the HOMO-LUMO gap (alpha / beta), the calculation gives 6.23 / 5.29 eV. Its charge is +2. Its multiplicity is 6.



Record 4
Formula: C5H17N2O
Source: the OMol25 dataset
Level of theory: ωB97M-V/def2-TZVPD

Structure (XYZ):
```
25
C5H17N2O | the OMol25 dataset | ωB97M-V/def2-TZVPD
C 1.0608 -1.0879 -0.3237
N -0.0017 -0.9184 -1.3321
C -0.8658 -2.1263 -1.3214
C 1.3102 0.3022 0.3061
N -0.0582 0.9471 0.6230
C -0.0493 2.4419 0.6799
C 2.0140 0.2412 1.6383
H 1.9569 -1.5244 -0.7807
H 0.8066 -1.7689 0.4994
H 0.4146 -0.9841 -2.2933
H -1.4156 -2.1930 -2.2706
H -0.2272 -3.0224 -1.3651
H -1.4999 -2.2333 -0.4067
H 1.7683 0.9265 -0.4537
H -0.5376 0.4913 1.3956
H -0.6557 0.7211 -0.2121
H 0.4591 2.8511 1.5516
H 0.4213 2.6896 -0.2632
H -1.0906 2.7799 0.8306
H 2.9796 -0.2437 1.3711
H 2.2634 1.1908 2.0996
H 1.4507 -0.4019 2.3138
H -3.7546 -0.4182 -0.5535
H -3.2201 0.8274 -1.2942
O -3.5292 0.5122 -0.4389
```

As for the LUMO energy: -2.7 eV. The HOMO energy is -13.70 eV. The value obtained for the calculated total energy is -385.19905 hartree. For the HOMO-LUMO gap, the calculation gives 11.04 eV. Its charge is +1.



Per-record ΔE to the lowest compared entry with this formula, charge and spin, kJ/mol: 435.1 93.4 0.0 109.4